# 1
A molecular structure, C34H42AgAsN6O2S. Source: the OMol25 dataset; level of theory: ωB97M-V/def2-TZVPD.

## Properties
- 2S+1 = 1
- molecular weight (g mol⁻¹) = 781.61
- gap between HOMO and LUMO (eV) = 6.07
- relative energy (zero: lowest compared OMol25 entry of this formula, charge and spin) (kJ/mol) = 0.00
- net charge = 0

Each line ends with the Löwdin charge.
Atoms and positions in Å:
Ag1 0.557 0.038 0.744  0.636
C1 -1.115 3.178 -3.351  -0.119
C2 -1.454 1.850 -3.577  -0.104
C3 -1.643 0.973 -2.520  -0.047
C4 -1.506 1.407 -1.195  -0.321
C5 -1.143 2.744 -0.980  -0.054
C6 -0.956 3.615 -2.041  -0.103
N1 -1.585 0.549 -0.102  0.032
C7 -2.540 -0.353 0.021  -0.265
C8 -3.796 -0.311 -0.687  -0.038
C9 -4.801 -1.183 -0.406  -0.088
C10 -4.670 -2.202 0.575  -0.111
C11 -3.494 -2.306 1.254  -0.049
C12 -2.420 -1.422 0.991  -0.249
N2 -1.216 -1.512 1.612  -0.011
N3 -1.020 -2.365 2.521  0.050
C13 0.289 -2.282 3.063  -0.337
C14 0.585 -3.167 4.100  -0.024
C15 1.831 -3.108 4.691  -0.072
C16 2.752 -2.171 4.235  -0.066
C17 2.378 -1.339 3.195  -0.142
N4 1.176 -1.393 2.617  0.060
H1 -0.965 3.856 -4.180  0.095
H2 -1.561 1.484 -4.592  0.101
H3 -1.863 -0.070 -2.710  0.115
H4 -0.981 3.072 0.040  0.081
H5 -0.676 4.643 -1.844  0.100
H6 -3.948 0.469 -1.422  0.105
H7 -5.739 -1.088 -0.942  0.102
H8 -5.491 -2.878 0.771  0.091
H9 -3.343 -3.068 2.007  0.099
H10 -0.175 -3.869 4.415  0.106
H11 2.084 -3.782 5.500  0.105
H12 3.738 -2.086 4.669  0.102
H13 3.066 -0.610 2.781  0.093
C18 3.616 0.651 -6.001  -0.052
C19 3.461 0.794 -4.511  -0.274
C20 4.478 0.411 -3.645  -0.048
C21 4.323 0.519 -2.267  -0.070
C22 3.136 1.014 -1.764  -0.399
C23 2.097 1.390 -2.603  -0.072
C24 2.274 1.291 -3.971  -0.024
S1 2.899 1.076 0.004  0.835
C25 3.197 2.824 0.235  -0.230
O1 4.041 0.349 0.635  -0.523
H14 4.659 0.503 -6.278  0.073
H15 3.247 1.536 -6.520  0.079
H16 3.047 -0.204 -6.372  0.081
H17 5.407 0.024 -4.049  0.110
H18 5.102 0.209 -1.581  0.107
H19 1.149 1.726 -2.198  0.090
H20 1.463 1.583 -4.629  0.111
H21 4.209 3.052 -0.099  0.065
H22 3.059 3.025 1.295  0.034
H23 2.454 3.373 -0.343  0.057
C26 2.982 -2.978 -0.023  -0.187
As1 1.563 -2.707 -1.291  0.958
C27 0.159 -3.939 -0.832  -0.197
C28 2.256 -3.227 -3.009  -0.201
O2 1.027 -1.150 -1.353  -0.551
H24 3.499 -3.916 -0.225  0.040
H25 2.554 -2.999 0.978  0.016
H26 3.670 -2.135 -0.089  0.027
H27 0.515 -4.967 -0.880  0.038
H28 -0.664 -3.793 -1.529  0.043
H29 -0.186 -3.708 0.176  0.016
H30 2.654 -4.241 -2.988  0.036
H31 3.042 -2.519 -3.269  0.029
H32 1.454 -3.154 -3.742  0.039
N5 0.683 2.246 2.329  0.145
C29 -0.423 2.244 2.680  -0.310
N6 -1.676 2.240 3.077  -0.081
C30 -2.632 3.227 2.572  -0.144
C31 -3.796 2.540 1.864  -0.148
C32 -4.327 1.333 2.669  -0.165
C33 -3.673 1.224 4.044  -0.175
C34 -2.160 1.125 3.912  -0.128
H33 -2.099 3.887 1.890  0.115
H34 -2.984 3.841 3.405  0.119
H35 -3.461 2.210 0.880  0.086
H36 -4.583 3.281 1.707  0.112
H37 -4.127 0.412 2.120  0.086
H38 -5.410 1.396 2.780  0.110
H39 -4.028 0.334 4.565  0.117
H40 -3.941 2.080 4.669  0.112
H41 -1.891 0.184 3.431  0.101
H42 -1.672 1.167 4.889  0.123


# 2
7 unconnected molecules or ions with the total composition C34H42ClO16PS. Source: the OMol25 dataset; level of theory: ωB97M-V/def2-TZVPD.

## Properties
- 2S+1 = 1
- molecular weight (g mol⁻¹) = 805.19
- gap between HOMO and LUMO (eV) = 7.16
- net charge = 0

Each line ends with the Löwdin charge.
Atoms and positions in Å:
O1 -0.905 -0.971 1.777  0.082
C1 -0.816 -0.529 0.658  -0.297
C2 -1.990 0.226 -0.056  -0.003
C3 -2.137 0.058 -1.395  -0.488
Cl1 -3.444 0.958 -2.245  0.679
C4 -1.173 -0.913 -2.178  -0.320
O2 -1.566 -1.636 -3.047  0.128
C5 0.306 -0.876 -1.680  -0.052
C6 1.428 -1.013 -2.595  0.031
C7 2.778 -0.972 -2.008  -0.025
C8 2.961 -0.791 -0.560  -0.247
P1 4.675 -0.687 0.191  0.258
O3 4.647 -1.073 1.805  -0.236
O4 5.164 0.924 0.119  -0.242
S1 5.976 -1.748 -0.771  0.269
C9 1.798 -0.660 0.354  0.006
C10 0.465 -0.701 -0.221  -0.062
H1 -2.689 0.890 0.517  0.130
H2 1.259 -1.122 -3.691  0.118
H3 3.652 -1.057 -2.697  0.103
H4 5.042 -0.354 2.341  0.084
H5 4.339 1.459 0.171  0.062
H6 1.977 -0.527 1.444  0.116
O5 1.994 3.711 -2.850  0.114
C11 0.924 3.478 -3.338  -0.486
C12 0.680 2.857 -4.694  -0.071
C13 -0.789 3.172 -4.930  -0.151
C14 -1.339 3.220 -3.520  -0.182
O6 -0.257 3.708 -2.709  0.021
H7 0.861 1.782 -4.630  0.126
H8 1.316 3.309 -5.451  0.129
H9 -1.298 2.447 -5.566  0.121
H10 -0.882 4.155 -5.399  0.121
H11 -1.631 2.233 -3.153  0.039
H12 -2.192 3.894 -3.435  0.128
O7 3.296 2.355 2.563  0.101
C15 2.169 2.518 2.940  -0.496
C16 1.757 3.174 4.233  -0.072
C17 0.303 2.751 4.358  -0.142
C18 -0.111 2.597 2.913  -0.146
O8 1.077 2.165 2.220  0.007
H13 1.858 4.256 4.130  0.115
H14 2.354 2.809 5.067  0.129
H15 -0.316 3.458 4.909  0.127
H16 0.245 1.785 4.867  0.122
H17 -0.444 3.540 2.476  0.119
H18 -0.898 1.852 2.790  0.111
O9 0.574 -3.349 -5.206  0.106
C19 0.147 -4.453 -5.008  -0.474
C20 -0.841 -4.845 -3.936  -0.083
C21 -0.699 -6.356 -3.907  -0.159
C22 -0.294 -6.669 -5.333  -0.162
O10 0.468 -5.533 -5.767  0.029
H19 -1.842 -4.535 -4.244  0.134
H20 -0.578 -4.398 -2.979  0.112
H21 -1.603 -6.878 -3.591  0.118
H22 0.106 -6.636 -3.223  0.119
H23 -1.157 -6.784 -5.995  0.125
H24 0.320 -7.567 -5.397  0.125
O11 0.554 -5.247 -0.401  0.117
C23 0.434 -5.215 0.792  -0.473
C24 0.259 -3.975 1.634  -0.083
C25 0.558 -4.490 3.030  -0.153
C26 0.135 -5.942 2.936  -0.160
O12 0.396 -6.324 1.577  0.031
H25 -0.771 -3.625 1.541  0.126
H26 0.957 -3.196 1.335  0.111
H27 0.045 -3.942 3.821  0.118
H28 1.633 -4.429 3.221  0.124
H29 -0.932 -6.078 3.136  0.126
H30 0.704 -6.580 3.611  0.126
O13 0.530 5.958 3.027  0.106
C27 0.904 6.237 1.918  -0.470
C28 1.971 5.513 1.135  -0.074
C29 2.289 6.505 0.032  -0.149
C30 0.972 7.233 -0.133  -0.150
O14 0.378 7.242 1.176  0.036
H31 1.554 4.583 0.740  0.132
H32 2.841 5.309 1.758  0.130
H33 2.644 6.041 -0.888  0.116
H34 3.059 7.202 0.376  0.122
H35 0.295 6.718 -0.819  0.126
H36 1.111 8.258 -0.478  0.126
O15 -3.545 1.252 4.344  0.115
C31 -4.224 0.348 3.945  -0.481
C32 -3.723 -0.988 3.455  -0.079
C33 -4.939 -1.539 2.731  -0.159
C34 -6.084 -0.894 3.485  -0.160
O16 -5.582 0.381 3.912  0.030
H37 -3.448 -1.603 4.315  0.138
H38 -2.875 -0.867 2.783  0.086
H39 -4.990 -2.628 2.720  0.118
H40 -4.937 -1.193 1.693  0.116
H41 -6.376 -1.468 4.368  0.128
H42 -6.961 -0.749 2.854  0.126


# 3
A molecular structure, C34H42IrN4O3P2S. Source: the OMol25 dataset; level of theory: ωB97M-V/def2-TZVPD.

## Properties
- 2S+1 = 6
- molecular weight (g mol⁻¹) = 840.97
- gap between HOMO and LUMO (alpha / beta) (eV) = 5.43 / 3.32
- relative energy (zero: lowest compared OMol25 entry of this formula, charge and spin) (kJ/mol) = 191.43
- net charge = +2

Each line ends with the Mulliken spin population.
Atoms and positions in Å:
Ir1 -0.532 -2.332 0.057  1.344
C1 0.134 -4.070 -0.698  0.322
C2 -0.717 -3.390 -1.661  -0.105
C3 -2.145 -3.825 -1.877  0.077
C4 -2.975 -3.847 -0.565  -0.006
C5 -2.396 -2.950 0.499  0.184
C6 -1.421 -3.337 1.525  0.078
C7 -0.817 -4.692 1.587  0.031
C8 -0.351 -5.186 0.192  0.064
C9 -0.679 0.473 0.988  0.310
H1 1.190 -4.075 -0.957  -0.022
H2 -0.225 -2.909 -2.530  -0.030
H3 -2.112 -4.820 -2.340  -0.010
H4 -2.625 -3.157 -2.615  0.005
H5 -3.967 -3.441 -0.808  -0.004
H6 -3.160 -4.875 -0.219  -0.001
H7 -3.127 -2.222 0.872  -0.043
H8 -1.601 -2.848 2.494  0.014
H9 -1.505 -5.418 2.031  0.005
H10 0.051 -4.626 2.253  0.000
H11 0.500 -5.864 0.332  0.004
H12 -1.145 -5.738 -0.317  0.000
H13 -0.236 -0.595 1.049  -0.056
H14 -0.846 0.719 2.045  0.007
H15 -0.010 1.206 0.497  -0.106
P1 -2.224 0.451 0.141  0.000
P2 0.638 -0.532 -1.443  0.522
N1 -3.259 -0.036 1.605  -0.027
N2 -2.554 2.066 -0.139  -0.004
N3 2.156 -1.721 -1.468  0.050
N4 1.602 0.378 -2.849  0.029
C10 -2.272 -0.285 -1.539  0.098
C11 -0.972 -0.292 -2.386  0.169
C12 -2.805 -0.585 2.815  0.002
C13 -3.877 -0.763 3.675  0.002
C14 -5.046 -0.314 2.984  0.003
C15 -4.644 0.120 1.722  0.000
C16 -2.503 2.985 0.928  0.005
C17 -3.417 3.984 0.688  0.001
C18 -4.066 3.694 -0.569  0.001
C19 -3.520 2.525 -1.055  0.001
C20 2.785 -2.041 -0.253  0.285
C21 3.563 -3.178 -0.408  0.147
C22 3.405 -3.601 -1.768  0.150
C23 2.542 -2.700 -2.392  0.357
C24 2.822 0.149 -3.463  0.311
C25 3.146 1.227 -4.307  0.195
C26 2.097 2.179 -4.176  0.083
C27 1.194 1.649 -3.254  0.336
H16 -3.074 0.176 -2.146  0.000
H17 -2.598 -1.323 -1.348  -0.103
H18 -0.996 -1.136 -3.084  0.039
H19 -0.956 0.605 -3.014  -0.006
H20 -1.754 -0.795 2.995  -0.003
H21 -3.830 -1.155 4.686  0.000
H22 -6.055 -0.316 3.378  0.000
H23 -5.213 0.512 0.886  -0.001
H24 -1.808 2.826 1.737  -0.001
H25 -3.616 4.834 1.333  0.000
H26 -4.848 4.269 -1.052  0.000
H27 -3.692 1.982 -1.968  0.001
H28 2.687 -1.382 0.589  0.065
H29 4.151 -3.648 0.375  -0.003
H30 3.844 -4.469 -2.246  -0.002
H31 2.235 -2.615 -3.432  -0.014
H32 3.398 -0.747 -3.294  0.047
H33 4.043 1.309 -4.905  0.003
H34 1.990 3.136 -4.669  0.002
H35 0.286 2.081 -2.868  0.060
C28 4.206 6.305 3.528  0.000
C29 3.773 5.146 2.694  0.004
C30 3.078 5.351 1.496  -0.001
C31 2.753 4.283 0.662  0.001
C32 3.133 2.994 1.049  0.012
C33 3.771 2.755 2.271  0.002
C34 4.077 3.838 3.086  0.000
S1 2.681 1.596 0.026  0.026
O1 1.434 2.084 -0.604  0.064
O2 3.791 1.361 -0.886  0.012
O3 2.460 0.562 1.033  0.013
H36 4.975 6.915 3.043  0.000
H37 3.355 6.960 3.726  0.000
H38 4.611 5.967 4.480  0.000
H39 2.810 6.363 1.195  0.000
H40 2.220 4.439 -0.274  0.000
H41 4.016 1.739 2.566  0.000
H42 4.587 3.659 4.032  0.000


# 4
A molecular structure, C34H42N4P2Ru. Source: the OMol25 dataset; level of theory: ωB97M-V/def2-TZVPD.

## Properties
- 2S+1 = 5
- molecular weight (g mol⁻¹) = 669.76
- gap between HOMO and LUMO (alpha / beta) (eV) = 6.29 / 4.14
- relative energy (zero: lowest compared OMol25 entry of this formula, charge and spin) (kJ/mol) = 102.24
- net charge = +2

Each line ends with the Mulliken spin population.
Atoms and positions in Å:
Ru1 0.086 1.122 -0.218  1.702
C1 -1.743 1.134 -3.456  -0.021
C2 -1.211 -0.101 -3.405  0.022
C3 -0.025 -0.520 -4.216  0.008
C4 1.151 0.492 -4.159  0.024
C5 1.339 1.126 -2.812  0.032
C6 0.730 2.236 -2.299  0.075
C7 -0.176 3.126 -3.127  0.010
C8 -1.155 2.377 -4.066  0.003
C9 1.340 1.385 1.557  -0.035
H1 -2.774 1.264 -3.110  0.006
H2 -1.835 -0.911 -3.006  -0.005
H3 -0.355 -0.635 -5.266  -0.003
H4 0.317 -1.518 -3.901  0.001
H5 2.076 -0.047 -4.412  0.002
H6 1.039 1.246 -4.941  0.001
H7 2.201 0.695 -2.303  0.006
H8 1.071 2.698 -1.352  -0.034
H9 0.487 3.773 -3.719  -0.002
H10 -0.756 3.780 -2.463  0.003
H11 -1.995 3.054 -4.300  0.000
H12 -0.671 2.159 -5.027  0.001
H13 0.790 2.319 1.762  -0.005
H14 2.412 1.638 1.548  0.018
H15 1.122 0.705 2.398  -0.009
P1 1.714 -0.558 0.002  -0.075
P2 -1.387 -0.770 0.113  0.143
N1 3.258 0.176 -0.497  -0.005
N2 2.404 -1.635 1.222  0.005
N3 -2.651 0.225 -0.773  0.011
N4 -2.800 -1.866 0.724  0.042
C10 1.004 -1.704 -1.226  0.033
C11 -0.494 -2.029 -0.970  0.108
C12 3.479 1.564 -0.538  0.006
C13 4.731 1.803 -1.059  -0.002
C14 5.306 0.531 -1.370  0.000
C15 4.389 -0.448 -1.031  -0.001
C16 3.304 -1.171 2.207  0.002
C17 4.161 -2.201 2.551  0.000
C18 3.796 -3.348 1.778  0.000
C19 2.730 -2.986 0.982  0.001
C20 -1.943 1.518 -0.756  0.003
C21 -2.926 2.536 -0.475  0.022
C22 -4.174 1.916 -0.435  -0.010
C23 -4.002 0.529 -0.600  0.071
C24 -3.843 -2.429 -0.006  0.364
C25 -4.659 -3.162 0.860  0.111
C26 -4.081 -3.051 2.161  0.156
C27 -2.956 -2.247 2.046  0.234
H16 1.621 -2.612 -1.283  -0.002
H17 1.109 -1.204 -2.196  -0.028
H18 -1.037 -2.164 -1.916  0.005
H19 -0.558 -2.997 -0.451  -0.009
H20 2.723 2.278 -0.225  0.005
H21 5.176 2.783 -1.198  0.000
H22 6.282 0.360 -1.802  0.000
H23 4.426 -1.528 -1.097  0.000
H24 3.251 -0.162 2.579  -0.001
H25 4.981 -2.145 3.251  0.000
H26 4.260 -4.323 1.786  0.000
H27 2.155 -3.553 0.269  0.000
H28 -1.341 1.645 -1.695  0.008
H29 -2.625 3.566 -0.292  -0.002
H30 -5.119 2.416 -0.250  0.000
H31 -4.782 -0.208 -0.736  -0.009
H32 -3.933 -2.255 -1.063  0.025
H33 -5.551 -3.699 0.594  0.002
H34 -4.426 -3.516 3.071  -0.005
H35 -2.247 -1.920 2.788  0.161
C28 -1.527 0.883 2.020  0.588
C29 -1.073 0.549 3.371  -0.126
C30 -0.382 -0.654 3.640  0.142
C31 -0.043 -0.989 4.952  -0.002
C32 -0.315 -0.089 5.993  0.021
C33 -0.937 1.142 5.722  -0.003
C34 -1.319 1.464 4.422  0.063
H36 -1.352 1.926 1.695  0.006
H37 -2.541 0.547 1.771  0.098
H38 -0.127 -1.295 2.787  0.041
H39 0.424 -1.956 5.148  0.001
H40 -0.030 -0.341 7.017  0.001
H41 -1.149 1.850 6.527  0.000
H42 -1.826 2.406 4.182  0.001


Number 1: DFT total energy -124646.621 eV, F_max 0.15 eV Å⁻¹. Number 2: DFT total energy -101347.740 eV, F_max 2.75 eV Å⁻¹. Number 3: DFT total energy -80268.464 eV, F_max 5.53 eV Å⁻¹. Number 4: DFT total energy -63034.442 eV, F_max 3.21 eV Å⁻¹.